1.
A 15-piece molecular cluster, C73H172F15N8O23P2S5 overall in a non-equilibrium geometry. Source: OMol25; level of theory: the ωB97M-V functional and the def2-TZVPD basis.

Its spin multiplicity is 1. The total energy comes out at -9222.9373 hartree. The charge is +5. Its frontier orbital gap is 7.8 eV. Its lowest unoccupied orbital energy is -0.287 Ha.

```
298
C73H172F15N8O23P2S5 the ωB97M-V functional and the def2-TZVPD basis
C -4.5306 6.1119 3.7532
C -3.6991 5.2268 4.7591
O -3.3578 4.1549 4.3482
N -3.5238 5.7422 6.1695
H -2.6770 6.2880 6.2402
H -4.1925 6.4775 6.3491
C -3.6497 4.6428 7.2774
H -5.0956 6.8978 4.2543
H -5.1955 5.5014 3.1422
H -3.8068 6.5013 3.0372
H -4.5080 3.9840 7.1455
H -3.8093 5.1376 8.2354
H -2.6094 4.3326 7.3762
C -8.7381 -0.9869 2.3906
C -8.7553 0.1506 1.3023
O -8.8625 1.3095 1.6330
N -8.5028 -0.2531 -0.0927
H -8.7000 -1.2383 -0.1958
H -9.1176 0.2093 -0.7472
C -6.9999 0.0263 -0.4212
H -9.6220 -1.0192 3.0277
H -7.8883 -0.9811 3.0733
H -8.6639 -1.9614 1.9080
H -6.9159 -0.1495 -1.4936
H -6.4534 -0.8142 0.0065
H -6.6181 1.0210 -0.1914
C 6.3963 2.1662 2.3189
N 6.7644 3.6205 1.8756
C 5.9805 4.0500 0.5658
C 6.4217 4.5286 3.0702
C 8.2743 3.7355 1.5181
C 8.7880 3.1230 0.1411
O 8.3350 1.8531 -0.0977
H 6.2661 1.5763 1.4116
H 5.4569 2.1686 2.8717
H 7.1084 1.6503 2.9630
H 4.9150 4.0043 0.7908
H 6.3043 3.3033 -0.1592
H 6.3554 4.9492 0.0767
H 5.3682 4.4400 3.3354
H 6.6380 5.5538 2.7698
H 7.0474 4.1192 3.8633
H 8.9238 3.2304 2.2329
H 8.4156 4.8162 1.5019
H 9.8611 3.2198 -0.0233
H 8.2653 3.8412 -0.4907
H 8.4621 1.7352 -1.0419
C -3.6063 -1.5093 -5.7809
N -4.0503 -2.7249 -4.9754
C -5.3557 -2.3779 -4.2168
C -4.2843 -3.9261 -5.9064
C -3.0077 -3.1246 -3.8816
C -1.7764 -3.7563 -4.3794
O -0.9479 -2.7973 -5.0621
H -4.4774 -1.2562 -6.3851
H -2.8613 -1.8638 -6.4932
H -3.2019 -0.7159 -5.1523
H -5.7168 -3.2536 -3.6774
H -6.2254 -2.2338 -4.8578
H -5.3063 -1.5064 -3.5640
H -4.4327 -4.9558 -5.5810
H -3.4786 -3.9730 -6.6390
H -5.1204 -3.5926 -6.5211
H -3.5059 -3.6748 -3.0834
H -2.8177 -2.1828 -3.3669
H -1.9009 -4.6937 -4.9216
H -1.1396 -4.1648 -3.5947
H -0.0548 -3.1264 -5.1871
C -2.1522 -9.0504 -0.4471
N -1.1199 -8.1779 -1.1745
C -1.7586 -6.7294 -1.0070
C 0.2887 -8.0213 -0.4539
C -0.9384 -8.5911 -2.6032
C 0.0294 -9.7474 -2.9327
O -0.3102 -11.0182 -2.4224
H -2.3057 -8.4538 0.4521
H -1.6567 -10.0202 -0.4027
H -3.0523 -8.9118 -1.0460
H -2.2968 -6.5342 -0.0794
H -2.4538 -6.7554 -1.8461
H -1.0633 -5.9157 -1.2133
H 0.0313 -7.7065 0.5574
H 0.9288 -7.4834 -1.1531
H 0.5605 -9.0766 -0.4301
H -0.6935 -7.6461 -3.0882
H -1.9157 -8.7701 -3.0516
H 0.9969 -9.5649 -2.4650
H 0.1560 -9.6543 -4.0113
H 0.4826 -11.5082 -2.6525
C 5.9122 0.2192 8.5406
N 4.6675 0.5322 7.6494
C 5.0338 1.4766 6.5088
C 4.3007 -0.8235 6.8625
C 3.4893 1.0148 8.6375
C 3.3703 2.5437 8.8643
O 4.4672 3.1022 9.4287
H 6.6868 -0.0915 7.8394
H 5.6121 -0.7158 9.0136
H 6.3451 1.0525 9.0941
H 4.0666 1.7724 6.1025
H 5.5773 1.0788 5.6518
H 5.5203 2.3293 6.9825
H 5.2549 -1.0712 6.3975
H 3.4858 -0.6558 6.1582
H 4.0132 -1.6102 7.5601
H 3.7108 0.4898 9.5668
H 2.6067 0.5401 8.2088
H 2.6363 2.5450 9.6700
H 3.0439 3.1234 8.0008
H 4.2131 3.7270 10.1118
C 5.8880 -0.9571 -2.9835
N 5.4061 -2.3737 -3.2136
C 4.0727 -2.2603 -3.9491
C 6.3916 -3.0374 -4.1233
C 5.2872 -3.1711 -1.8954
C 3.9515 -3.1155 -1.0656
O 3.7095 -1.6766 -0.9440
H 6.7731 -0.7931 -2.3689
H 5.0535 -0.3923 -2.5679
H 6.1050 -0.6595 -4.0094
H 3.1859 -1.8638 -3.4546
H 3.8440 -3.2753 -4.2738
H 4.2305 -1.6576 -4.8436
H 5.8964 -3.9638 -4.4141
H 7.2714 -3.2149 -3.5048
H 6.6058 -2.3686 -4.9569
H 5.9983 -2.7507 -1.1843
H 5.5851 -4.1797 -2.1820
H 4.1529 -3.4615 -0.0518
H 3.1205 -3.7323 -1.4079
H 3.2973 -1.5577 -0.0852
C -0.2697 -3.1199 4.7244
N 0.4415 -4.4359 4.6017
C 1.1398 -4.6022 3.2348
C 1.5121 -4.4375 5.7612
C -0.5630 -5.6670 4.9167
C -1.9942 -5.5195 4.4161
O -2.7733 -5.0148 5.5034
H -0.8011 -3.3085 5.6573
H -0.8867 -3.0634 3.8277
H 0.4506 -2.3088 4.8317
H 1.6796 -5.5391 3.3721
H 1.9389 -3.8891 3.0320
H 0.4374 -4.6071 2.4013
H 2.2868 -3.6980 5.5586
H 1.9908 -5.4152 5.7067
H 1.0445 -4.3722 6.7437
H -0.3954 -5.7637 5.9894
H -0.1587 -6.5683 4.4561
H -2.3560 -6.5330 4.2428
H -2.1380 -5.0168 3.4597
H -3.5818 -4.7859 5.0392
C 2.8283 2.1506 -1.4668
C 1.4001 2.3627 -1.5013
C 0.7153 2.4317 -0.0624
C -0.7599 2.0596 -0.0762
P -1.2165 0.8675 1.2683
C -0.5999 -0.8176 1.0316
C -1.1602 -1.4873 -0.1923
C -0.9139 -3.0152 -0.3922
C 0.6169 -3.3576 -0.2930
C -0.4235 1.4023 2.8979
C -0.8449 0.6580 4.1807
C -0.2778 1.1663 5.5400
C 1.1923 1.4641 5.5324
C -2.9905 0.7833 1.2611
C -3.8342 1.9837 1.8263
C -5.1935 1.6115 2.4286
C -5.2292 1.1678 3.9055
H 3.2824 3.0796 -1.1224
H 3.2058 1.8109 -2.4313
H 3.0967 1.3830 -0.7410
H 0.9733 1.4416 -1.8982
H 1.1715 3.2696 -2.0612
H 0.7560 3.4756 0.2483
H 1.2253 1.7933 0.6590
H -1.1396 1.4590 -0.9027
H -1.3745 2.9598 -0.0721
H -0.8636 -1.4993 1.8402
H 0.4794 -0.7543 0.8931
H -0.8693 -0.9870 -1.1160
H -2.2486 -1.4293 -0.2052
H -1.2935 -3.3338 -1.3631
H -1.5625 -3.5055 0.3337
H 1.1651 -2.7827 -1.0395
H 0.7877 -4.4047 -0.5428
H 0.9463 -3.1387 0.7228
H -0.5374 2.4806 3.0088
H 0.5848 1.1107 2.6037
H -0.6351 -0.4040 4.0534
H -1.9255 0.8012 4.1779
H -0.4390 0.5738 6.4406
H -0.7781 2.1049 5.7781
H 1.8305 0.8760 4.8729
H 1.7182 1.4496 6.4871
H 1.4955 2.4208 5.1071
H -3.2173 0.0194 2.0048
H -3.3686 0.3930 0.3162
H -4.2136 2.5221 0.9579
H -3.2702 2.7772 2.3167
H -5.5486 0.6847 1.9780
H -5.9590 2.3722 2.2754
H -6.2421 0.8987 4.2051
H -4.8115 1.9636 4.5222
H -4.7600 0.2037 4.1019
C -1.4087 5.6891 -1.3008
C -0.3907 6.4932 -2.1664
C -0.7736 6.2857 -3.6328
C -0.6532 4.7869 -3.9745
P -0.6979 4.2668 -5.7099
C -2.1314 5.0088 -6.5376
C -3.4925 4.4768 -6.0565
C -4.6338 4.8947 -6.9439
C -5.9901 4.7514 -6.3229
C 0.8549 4.7591 -6.4328
C 2.1973 4.1958 -5.8089
C 3.3588 3.9399 -6.8029
C 4.0015 5.1332 -7.3743
C -0.6247 2.4591 -5.9406
C -0.4989 1.9506 -7.4071
C -0.3489 0.4946 -7.5030
C 0.9757 -0.1117 -7.1147
H -1.2536 4.6109 -1.2627
H -2.4398 5.9865 -1.4923
H -1.2879 6.1071 -0.3014
H 0.6180 6.1968 -1.8786
H -0.4105 7.5593 -1.9401
H -0.0452 6.8296 -4.2342
H -1.7684 6.6319 -3.9133
H -1.3835 4.2015 -3.4159
H 0.2784 4.3835 -3.5777
H -1.8298 4.8346 -7.5705
H -2.0587 6.0676 -6.2889
H -3.7308 4.7774 -5.0362
H -3.4753 3.3872 -6.0801
H -4.6680 4.4583 -7.9422
H -4.5615 5.9573 -7.1758
H -6.8565 4.6775 -6.9801
H -6.2363 5.6059 -5.6926
H -5.8880 3.9344 -5.6086
H 1.0195 5.8362 -6.4031
H 0.7817 4.4580 -7.4778
H 2.0215 3.2486 -5.2990
H 2.5383 4.9205 -5.0696
H 3.0385 3.2530 -7.5863
H 4.1776 3.3686 -6.3656
H 3.3832 5.5288 -8.1802
H 4.9162 4.7922 -7.8591
H 4.3411 5.9284 -6.7107
H -1.4275 1.9567 -5.4009
H 0.1812 2.1572 -5.2717
H 0.4061 2.2920 -7.9095
H -1.3357 2.2737 -8.0263
H -0.5504 0.1956 -8.5316
H -1.1602 -0.0305 -6.9988
H 1.4727 -0.5322 -7.9889
H 0.9222 -0.8959 -6.3595
H 1.6953 0.6545 -6.8260
C -4.6364 -4.3915 1.1379
F -5.5679 -5.3404 1.3897
F -3.3603 -4.8446 1.0509
F -4.9563 -3.7323 0.0282
S -4.5862 -3.1538 2.6606
O -4.5134 -3.9526 3.8529
O -3.4020 -2.3376 2.5356
O -5.8794 -2.3940 2.6412
C -5.2329 3.1143 -2.2957
F -6.4003 2.6086 -1.7744
F -5.5774 3.9317 -3.3026
F -4.6856 3.7696 -1.2563
S -4.0219 1.7112 -2.8898
O -2.6535 2.2861 -2.9142
O -4.1763 0.6362 -1.8915
O -4.5375 1.2388 -4.2029
C 3.0378 -6.4378 -4.6111
F 4.0445 -5.8160 -4.0660
F 3.2348 -6.6965 -5.9439
F 3.1235 -7.6702 -4.1298
S 1.3525 -5.5699 -4.2679
O 1.3766 -4.3375 -5.0068
O 0.3585 -6.5049 -4.7661
O 1.2560 -5.4529 -2.8235
C 0.8953 5.4086 6.4530
F 0.1089 4.3883 6.6981
F 2.0713 5.1262 7.0484
F 1.0477 5.5695 5.0874
S 0.1277 6.9469 7.3281
O 0.0457 6.6786 8.7287
O 0.9118 8.1721 6.8917
O -1.2337 6.9391 6.7658
C 5.0400 -1.3330 2.6880
F 5.7265 -0.8655 3.7974
F 5.6418 -0.8561 1.6642
F 5.1331 -2.6775 2.6331
S 3.1980 -0.6867 2.6510
O 3.1775 0.7783 2.4558
O 2.5881 -1.3654 1.4899
O 2.5975 -1.1894 3.9223
```

Mulliken atomic charge list, values in e, 6 entries:
1. C -1.029
2. C 0.376
3. O -0.329
4. N 0.137
5. H 0.272
6. H 0.484

2.
A 8-piece molecular cluster, C73H46Cl6O10 overall in a non-equilibrium geometry. Source: OMol25; level of theory: the ωB97M-V functional and the def2-TZVPD basis.

Its spin multiplicity is 1. The total energy comes out at -6323.0013 hartree. The SMILES is O=C1c2ccccc2C(=O)c2ccccc21.O=C1c2ccccc2C(=O)c2ccccc21.O=C1c2ccccc2C(=O)c2ccccc21.O=C1c2ccccc2C(=O)c2ccccc21.O=C1c2ccccc2C(=O)c2ccccc21.ClCCl.ClCCl.ClCCl. Its frontier orbital gap is 8.2 eV. Its lowest unoccupied orbital energy is -0.046 Ha.

```
135
C73H46Cl6O10 the ωB97M-V functional and the def2-TZVPD basis
O 18.0610 10.2523 26.1115
C 17.1303 10.5260 25.4015
C 15.7286 10.0577 25.6247
C 15.5521 9.0799 26.5795
C 14.2888 8.5853 26.8490
C 13.2343 9.0058 26.0870
C 13.3732 10.0721 25.2436
C 14.6447 10.6078 24.9155
C 14.8055 11.7403 23.8670
O 13.8539 12.4001 23.5574
C 16.2195 11.9204 23.3641
C 16.5355 12.6261 22.2194
C 17.8450 12.7724 21.7308
C 18.8569 12.2876 22.5653
C 18.6102 11.4721 23.6965
C 17.2755 11.3001 24.1044
H 16.4682 8.6987 27.0647
H 14.1240 7.9477 27.6820
H 12.2682 8.5535 26.1213
H 12.5562 10.5850 24.7295
H 15.6422 13.0731 21.7965
H 18.0871 13.3807 20.8657
H 19.8888 12.5268 22.2811
H 19.4908 11.0913 24.1936
O 19.1292 21.7437 17.0137
C 19.1843 20.7269 17.6419
C 18.0066 20.2324 18.4820
C 16.8479 21.0016 18.5116
C 15.7986 20.5704 19.3596
C 15.9725 19.3974 20.0746
C 17.0968 18.5947 19.9473
C 18.1286 19.0742 19.2509
C 19.4585 18.2985 19.2589
O 19.5669 17.3690 20.0217
C 20.5128 18.6650 18.3192
C 21.7660 17.9884 18.3721
C 22.7644 18.4012 17.4979
C 22.5619 19.4563 16.5853
C 21.4299 20.2451 16.7245
C 20.3670 19.7990 17.5579
H 16.7608 21.9182 17.9478
H 14.8694 21.1124 19.5283
H 15.2580 18.9895 20.7220
H 17.1378 17.6969 20.5436
H 21.8200 17.1498 19.0563
H 23.6854 17.8594 17.4957
H 23.3103 19.6282 15.8165
H 21.3395 21.1671 16.1757
O 17.1592 17.0729 10.3404
C 17.6566 16.8609 11.4239
C 18.3632 17.9126 12.2555
C 18.3019 19.1730 11.8202
C 18.8190 20.2215 12.5722
C 19.4252 19.9526 13.8022
C 19.5528 18.6184 14.1510
C 18.9595 17.5863 13.4618
C 18.9570 16.1909 14.0233
O 19.6095 15.8281 14.9821
C 18.0439 15.1939 13.3083
C 17.8555 13.9039 13.8217
C 16.8139 13.0385 13.3190
C 16.2076 13.4519 12.1504
C 16.4111 14.7406 11.6273
C 17.3537 15.5572 12.1299
H 17.8548 19.4217 10.8825
H 18.7730 21.2118 12.1675
H 19.7973 20.7642 14.3948
H 20.0423 18.4452 15.0981
H 18.3102 13.6161 14.7617
H 16.7768 12.0885 13.7437
H 15.5000 12.8568 11.6129
H 15.8457 15.0355 10.7246
O 13.7659 18.0668 11.4083
C 13.0136 18.4215 12.2825
C 13.4671 18.8444 13.6742
C 14.8395 18.9313 13.9528
C 15.3067 19.0742 15.1911
C 14.4489 19.3399 16.2067
C 13.0498 19.3647 15.9697
C 12.5449 19.1564 14.6823
C 11.0451 19.1154 14.4523
O 10.2423 19.1725 15.3521
C 10.5873 18.7803 13.0860
C 9.1925 18.5443 12.8952
C 8.7135 18.2136 11.5887
C 9.6388 18.0012 10.5366
C 11.0081 18.1675 10.7066
C 11.4921 18.4560 12.0101
H 15.4602 18.6664 13.1070
H 16.3803 19.1992 15.3094
H 14.7232 19.4900 17.2229
H 12.3490 19.3620 16.8119
H 8.5453 18.7882 13.7120
H 7.6627 18.0849 11.4232
H 9.3015 17.6702 9.5779
H 11.7919 17.9418 9.9736
O 16.7130 15.4763 18.8629
C 15.5239 15.6340 18.7951
C 14.7815 15.6541 17.4701
C 15.4796 15.4101 16.2841
C 14.8930 15.4324 15.0484
C 13.5814 15.8026 14.9286
C 12.8673 16.0907 16.1152
C 13.4605 16.0401 17.3407
C 12.6312 16.3472 18.5915
O 11.4852 16.7436 18.5464
C 13.3276 16.1888 19.9019
C 12.5634 16.4642 21.0726
C 13.2125 16.4468 22.2732
C 14.5473 16.0671 22.4106
C 15.2811 15.6685 21.2990
C 14.6806 15.8017 20.0211
H 16.4625 15.1100 16.4706
H 15.5473 15.3071 14.1809
H 13.0498 15.9500 14.0150
H 11.8446 16.4573 16.0686
H 11.5567 16.9114 21.0485
H 12.6541 16.7251 23.1689
H 15.0103 16.1129 23.3555
H 16.3128 15.2041 21.3390
Cl 18.7711 12.5102 17.7017
C 19.5068 14.0333 18.1212
Cl 20.4462 14.0141 19.6387
H 20.1494 14.2511 17.2684
H 18.7426 14.7638 18.2039
Cl 12.3527 19.9361 20.0801
C 10.7999 19.3699 20.1142
Cl 10.1289 18.9277 21.7138
H 10.1025 20.1221 19.7946
H 10.6778 18.4711 19.5294
Cl 10.8140 13.0513 15.8542
C 10.2042 13.5959 17.4144
Cl 10.2023 12.1267 18.4845
H 10.7641 14.3874 17.8638
H 9.1725 13.9301 17.4241
```

Mulliken atomic charge list, values in e, 6 entries:
1. O -0.603
2. C 0.483
3. C 0.500
4. C -0.578
5. C -0.486
6. C -0.622

- Among the records above, which one has the lowest frontier orbital gap?
  C73H172F15N8O23P2S5

- Which of these has the highest lowest unoccupied orbital energy?
  C73H46Cl6O10

- Among the records above, which one has the lowest lowest unoccupied orbital energy?
  C73H172F15N8O23P2S5